Here is one molecule with the formula C4H6Cl3O3P in a non-equilibrium geometry from OMol25. Energies are from ωB97M-V/def2-TZVPD.

Structure (ORCA input):
```
! wB97M-V def2-TZVPD RIJCOSX def2/J DEFGRID3
* xyz 0 1
C -0.268 0.324 -2.242
C -2.173 0.484 0.319
C 1.229 -2.197 0.934
C 0.778 2.091 0.011
O -1.310 -0.471 0.082
O 0.813 -1.743 -0.362
O 0.966 0.684 0.155
P 0.183 -0.357 -0.753
Cl -0.708 -0.685 -3.517
Cl -3.814 0.104 -0.065
Cl -1.938 1.397 1.773
H 0.405 -2.719 1.419
H 1.558 -1.361 1.547
H 2.056 -2.880 0.750
H -0.004 2.308 -0.714
H 1.719 2.530 -0.324
H 0.508 2.491 0.988
*
```

Output
orbital gap (alpha / beta)	8.11 / 7.19	eV
E_HOMO (alpha / beta)	-8.248 / -7.926	eV
E_tot	-57240.03815	eV

Results of the Mulliken charge analysis, in e, for atoms 1 through 6:
1 C -0.493
2 C 0.314
3 C -0.559
4 C -0.778
5 O -0.260
6 O -0.384


Here is a 2-piece molecular cluster, C4H6Cl4F overall in a non-equilibrium geometry from OMol25. Energies are from ωB97M-V/def2-TZVPD.

Structure (ORCA input):
```
! wB97M-V def2-TZVPD RIJCOSX def2/J DEFGRID3
* xyz 0 2
Cl -3.440 -0.442 1.946
H -3.868 0.719 1.775
C 0.722 0.646 -0.208
C 0.721 -0.759 -0.539
C 0.845 -1.705 0.669
C 0.162 1.722 -1.026
Cl -0.436 3.069 0.020
Cl 1.396 2.405 -2.139
Cl -1.218 1.125 -2.035
F 1.210 0.999 0.973
H -0.224 -0.985 -1.060
H 1.518 -0.959 -1.274
H 0.987 -2.731 0.327
H 1.700 -1.445 1.303
H -0.076 -1.658 1.268
*
```

Output
expectation value of S²	0.7537
orbital gap (alpha / beta)	8.71 / 10.71	eV
E_HOMO (alpha / beta)	-8.211 / -11.034	eV
E_tot	-57050.87857	eV

Results of the Mulliken charge analysis, in e, for atoms 1 through 6:
1 Cl -0.235
2 H 0.233
3 C -0.123
4 C -0.169
5 C -1.096
6 C 0.605


Computed energy relative to the best compared isomer or geometry (same formula, charge and spin), in the same sequence as the records: 4.321; 0.016 eV.